The following is a quantum chemistry calculation of one molecule with the formula C4H5NO2, from the Open Molecules 2025 dataset.

Each line ends with the Mulliken charge.
Element x y z (Å)
O1 -2.4615 1.1960 -0.1321  -0.48
C1 -1.2969 1.3200 -0.2608  0.76
N1 -0.1056 1.5189 -0.3429  -0.49
C2 0.9996 0.5921 -0.5642  -0.56
C3 0.7226 -0.7994 0.0034  0.10
C4 -0.5579 -0.9417 0.6853  -0.41
O2 0.6605 -0.9861 1.4099  -0.42
H1 1.9120 1.0162 -0.1377  0.29
H2 1.1425 0.5067 -1.6478  0.30
H3 1.2296 -1.6421 -0.4756  0.41
H4 -1.0079 0.0020 0.9092  0.18
H5 -1.2370 -1.7826 0.5534  0.32

Spin multiplicity: 1
Orbital gap (Eh): 0.40905
SMILES: O=C=NC[C@@H]1CO1
Net charge: 0

---

The following is a quantum chemistry calculation of one molecule with the formula C4H5NO2, from the Open Molecules 2025 dataset.

Each line ends with the Mulliken charge.
Element x y z (Å)
O1 2.5718 -0.4179 -0.6892  -0.48
C1 1.3872 -0.2057 -0.7601  -0.09
C2 0.6512 0.4782 0.3610  0.12
C3 -0.6107 1.2143 0.0390  -0.45
N1 -0.6334 0.0108 0.8412  -0.23
C4 -1.1096 -1.2437 0.4601  0.12
O2 -0.4204 -2.1041 -0.0350  -0.48
H1 0.8056 -0.4297 -1.6787  0.30
H2 1.3072 0.8223 1.1575  0.34
H3 -0.9641 1.1430 -0.9914  0.25
H4 -0.8272 2.1524 0.5445  0.24
H5 -2.1575 -1.4200 0.7511  0.37

Spin multiplicity: 1
Orbital gap (Eh): 0.38756
SMILES: O=C[C@H]1CN1C=O
Net charge: 0

---

The following is a quantum chemistry calculation of C4H5NO2 as an isolated structure, from the Open Molecules 2025 dataset.

Each line ends with the Mulliken charge.
Element x y z (Å)
O1 -0.3179 -2.5913 -0.5604  -0.52
C1 -0.0056 -1.4100 -0.2658  0.75
N1 -0.5558 -0.2826 -0.7188  -0.15
C2 -0.0258 1.0144 -0.3999  -0.60
C3 -0.3232 1.4988 1.0096  0.08
O2 -0.9366 0.8853 1.8404  -0.42
C4 0.9284 -1.9056 0.6504  -0.60
H1 -1.3883 -0.3695 -1.2845  0.25
H2 -0.4230 1.7518 -1.1085  0.37
H3 1.0661 1.0219 -0.5314  0.31
H4 0.0968 2.5023 1.2187  0.33
H5 1.8850 -2.1156 0.1503  0.19

Spin multiplicity: 1
Orbital gap (Eh): 0.33956
Net charge: 0

---

The following is a quantum chemistry calculation of one molecule with the formula C4H5NO2, from the Open Molecules 2025 dataset.

Each line ends with the Mulliken charge.
Element x y z (Å)
N1 -0.7577 -0.5090 -1.4866  -0.71
C1 0.2383 -0.2442 -0.3853  0.70
C2 1.3490 0.5508 -0.0945  -0.80
C3 1.2664 0.7843 1.3123  -0.18
O1 0.0649 0.3489 1.7219  -0.28
C4 -0.5493 -0.3500 0.7629  0.16
O2 -1.7400 -0.8830 1.0346  -0.54
H1 -0.4130 -1.1544 -2.4037  0.28
H2 -1.2365 0.3536 -2.0878  0.25
H3 2.1530 0.7518 -0.7035  0.43
H4 1.6897 1.5092 2.2230  0.27
H5 -2.0648 -1.1579 0.1067  0.42

Spin multiplicity: 1
Orbital gap (Eh): 0.31391
SMILES: Nc1ccoc1O
Net charge: 0

---

The following is a quantum chemistry calculation of a 2-piece molecular cluster, C4H5NO2 overall, from the Open Molecules 2025 dataset.

Each line ends with the Mulliken charge.
Element x y z (Å)
C1 -1.9204 0.0423 -0.2962  -0.23
N1 -1.9412 1.2038 -0.1757  0.50
O1 -2.1203 2.3261 -0.5398  -0.58
H1 -1.4206 -0.8195 -0.0001  0.31
C2 0.9598 0.4271 0.7331  -0.87
C3 0.7071 -0.9323 0.0490  -1.00
C4 1.1302 -1.2229 -1.1572  0.83
O2 1.5189 -1.3518 -2.2658  -0.41
H2 1.1597 1.2824 0.1118  0.34
H3 0.0706 0.4274 1.3358  0.28
H4 1.7129 0.1760 1.4617  0.34
H5 0.1433 -1.5584 0.7435  0.50

Spin multiplicity: 1
Orbital gap (Eh): 0.35039
SMILES: C#[N+][O-].CC=C=O
Net charge: 0

---

The following is a quantum chemistry calculation of one molecule with the formula C4H5NO2, from the Open Molecules 2025 dataset.

Each line ends with the Mulliken charge.
Element x y z (Å)
C1 -1.1783 -0.3221 -0.9755  -1.32
C2 -0.2014 -0.3590 0.2045  0.46
C3 -0.2162 0.9727 0.9375  -0.03
O1 0.7803 1.5926 1.2100  -0.47
N1 1.1206 -0.7156 -0.2185  -0.49
C4 2.2236 -0.3387 0.1269  0.67
O2 3.3548 -0.1227 0.3406  -0.45
H1 -0.9704 -1.1590 -1.6439  0.36
H2 -2.2111 -0.4044 -0.6261  0.36
H3 -1.0770 0.6032 -1.5498  0.35
H4 -0.5574 -1.1132 0.9233  0.22
H5 -1.2243 1.3485 1.2058  0.35

Spin multiplicity: 1
Orbital gap (Eh): 0.40150
SMILES: C[C@H](C=O)N=C=O
Net charge: 0

---

The following is a quantum chemistry calculation of one molecule with the formula C4H5NO2, from the Open Molecules 2025 dataset.

Each line ends with the Mulliken charge.
Element x y z (Å)
O1 1.8943 0.4092 -0.7675  -0.26
C1 1.5768 -0.7717 -0.3332  -0.27
C2 0.7925 0.4394 0.5090  0.22
C3 -0.4521 1.2543 0.1413  -0.54
N1 -0.5888 -0.0553 0.6856  -0.15
C4 -1.2322 -1.1061 0.0195  -0.03
O2 -2.1998 -0.9652 -0.6895  -0.51
H1 1.0586 -1.3100 -1.1672  0.20
H2 1.3686 0.7114 1.3840  0.37
H3 -0.7307 1.4047 -0.8998  0.26
H4 -0.6941 2.0732 0.8249  0.24
H5 -0.7930 -2.0839 0.2930  0.46

Spin multiplicity: 1
Orbital gap (alpha / beta) (Eh): 0.30182 / 0.30190
Net charge: 0

---

The following is a quantum chemistry calculation of a 2-piece molecular cluster, C4H5NO2 overall, from the Open Molecules 2025 dataset.

Each line ends with the Mulliken charge.
Element x y z (Å)
O1 0.0436 -1.5039 -0.8020  -0.53
C1 0.4718 -1.0335 0.4050  -0.30
C2 -0.4819 -0.0572 1.2499  -0.11
C3 -0.3089 -1.2887 1.6366  -0.51
H1 -0.0534 -0.6975 -1.4061  0.44
H2 1.5392 -0.8109 0.4504  0.30
H3 -1.0588 0.8151 1.4709  0.34
H4 -0.5047 -2.0497 2.3642  0.35
N1 -0.1004 1.0533 -1.7812  -0.59
C4 0.1622 1.7613 -0.8270  0.76
O2 0.6850 2.4672 -0.0678  -0.37
H5 -0.3939 1.3444 -2.6929  0.22

Spin multiplicity: 1
Orbital gap (Eh): 0.37400
SMILES: OC1C=C1.N=C=O
Net charge: 0

---

In the order shown, the computed energy relative to the best compared isomer or geometry (same formula, charge and spin) values come out to 54.18 46.72 99.41 79.79 125.59 13.36 154.95 81.01 kcal/mol.
In the order shown, the computed total energy values come out to -9811.96517 -9812.28890 -9810.00379 -9810.85464 -9808.86889 -9813.73527 -9807.59555 -9810.80195 eV.
In the order shown, the computed strongest force on any atom values come out to 1.056 0.555 0.582 5.580 2.597 0.852 1.597 2.448 eV/Å.